[1]
{"formula": "C17H38IO7PSi", "method": "ωB97M-V with the def2-TZVPD basis set", "homo_lumo_gap_ev": 8.58, "e_lumo_ev": 0.6, "spin_multiplicity": 1, "molar_mass_g_mol": 540.45, "smiles": "OCC[SiH2]P(O)I.CC(C)=O.CC(C)=O.CC(C)=O.CC(C)=O.CC(C)=O", "species": ["O", "C", "C", "Si", "P", "O", "I", "H", "H", "H", "H", "H", "H", "H", "H", "C", "C", "C", "O", "H", "H", "H", "H", "H", "H", "C", "C", "C", "O", "H", "H", "H", "H", "H", "H", "C", "C", "C", "O", "H", "H", "H", "H", "H", "H", "C", "C", "C", "O", "H", "H", "H", "H", "H", "H", "C", "C", "C", "O", "H", "H", "H", "H", "H", "H"], "xyz": [[4.37905, 5.01112, -3.91446], [4.18030, 6.22595, -3.18503], [3.58700, 7.31098, -4.09213], [1.84257, 7.84803, -3.62516], [0.34312, 6.37829, -4.51877], [1.22715, 4.99945, -4.39985], [-1.06249, 6.05501, -2.58112], [5.31541, 4.83478, -3.99724], [3.52362, 5.99620, -2.34431], [5.13085, 6.57006, -2.77658], [3.62626, 6.94696, -5.11762], [4.18435, 8.22216, -4.02687], [1.56162, 9.18279, -4.20923], [1.74960, 7.90127, -2.14637], [1.60778, 4.78515, -5.26031], [-3.08717, 2.42423, 1.42843], [-2.33844, 3.51465, 0.69310], [-0.88828, 3.24118, 0.40596], [-2.88331, 4.54296, 0.35974], [-4.12064, 2.72614, 1.58233], [-3.05043, 1.49814, 0.85203], [-2.60778, 2.22684, 2.38869], [-0.78708, 2.34193, -0.20058], [-0.34499, 3.07661, 1.33500], [-0.46818, 4.09351, -0.12212], [0.21351, -1.37612, 2.58178], [1.03246, -0.34055, 1.85551], [2.46820, -0.68795, 1.54415], [0.55694, 0.72596, 1.53453], [-0.78946, -1.00279, 2.75204], [0.16374, -2.29237, 1.98906], [0.68361, -1.61601, 3.53821], [2.50053, -1.58934, 0.93379], [3.00857, -0.89802, 2.46920], [2.94390, 0.13861, 1.02118], [2.77866, -4.66505, -2.20433], [2.99518, -5.00391, -0.74871], [4.24523, -5.78115, -0.41250], [2.20742, -4.66576, 0.10500], [1.85373, -4.10638, -2.32085], [3.61317, -4.06950, -2.57829], [2.73198, -5.57919, -2.79851], [5.12797, -5.22189, -0.72693], [4.24967, -6.73342, -0.94532], [4.28970, -5.96139, 0.65808], [-3.13226, -5.74755, 1.37134], [-2.32103, -4.77575, 0.54454], [-0.92034, -5.20946, 0.18079], [-2.78264, -3.71711, 0.18764], [-4.11838, -5.33298, 1.56359], [-3.23143, -6.69799, 0.84409], [-2.62667, -5.94349, 2.31831], [-0.95837, -6.14120, -0.38779], [-0.32840, -5.38949, 1.07930], [-0.43498, -4.43867, -0.40926], [-4.74091, -1.19644, 1.91525], [-4.05590, -1.46318, 3.23318], [-4.94408, -1.53032, 4.45450], [-2.85805, -1.60393, 3.31572], [-4.00812, -1.20082, 1.11287], [-5.48404, -1.97255, 1.72322], [-5.25801, -0.23559, 1.94627], [-5.68301, -2.32466, 4.33622], [-5.48530, -0.59040, 4.57491], [-4.34155, -1.72022, 5.33872]], "nbo_charge": [-0.731, -0.057, -0.882, 0.778, 0.500, -1.000, -0.095, 0.470, 0.176, 0.167, 0.249, 0.238, -0.158, -0.155, 0.499, -0.723, 0.604, -0.722, -0.561, 0.224, 0.231, 0.233, 0.240, 0.246, 0.227, -0.728, 0.607, -0.723, -0.568, 0.264, 0.233, 0.222, 0.235, 0.226, 0.230, -0.723, 0.601, -0.721, -0.553, 0.237, 0.232, 0.230, 0.231, 0.230, 0.236, -0.720, 0.599, -0.721, -0.548, 0.229, 0.226, 0.230, 0.223, 0.238, 0.242, -0.724, 0.607, -0.721, -0.557, 0.249, 0.230, 0.228, 0.227, 0.230, 0.233]}



[2]
{"formula": "C17H39AgN6O12S", "method": "ωB97M-V with the def2-TZVPD basis set", "homo_lumo_gap_ev": 6.86, "e_lumo_ev": -2.4, "spin_multiplicity": 1, "molar_mass_g_mol": 659.46, "species": ["Ag", "N", "O", "O", "O", "C", "C", "O", "S", "O", "O", "O", "H", "H", "H", "H", "C", "C", "O", "N", "C", "H", "H", "H", "H", "H", "H", "H", "C", "C", "O", "N", "C", "H", "H", "H", "H", "H", "H", "H", "C", "C", "O", "N", "C", "H", "H", "H", "H", "H", "H", "H", "C", "C", "O", "N", "C", "H", "H", "H", "H", "H", "H", "H", "C", "C", "O", "N", "C", "H", "H", "H", "H", "H", "H", "H"], "xyz": [[-2.61603, -7.34898, -37.26749], [-0.26057, -8.22307, -39.28505], [-0.52550, -8.12684, -38.05556], [-0.85023, -7.45592, -40.10059], [0.53993, -9.06750, -39.70063], [-2.84848, -7.29382, -42.14520], [-4.11622, -7.98794, -41.66684], [-5.18008, -7.58959, -42.53101], [-4.61916, -6.71420, -43.78770], [-4.81355, -5.32413, -43.42330], [-5.15844, -7.21956, -45.00764], [-3.06897, -7.08680, -43.55009], [-2.00491, -7.97700, -42.11759], [-2.67244, -6.35422, -41.62833], [-4.36443, -7.76571, -40.63075], [-4.09197, -9.07908, -41.75786], [5.14016, -9.97983, -37.63281], [4.60374, -11.22671, -38.31804], [5.12675, -12.33242, -38.19357], [3.43810, -11.09290, -38.99350], [2.85055, -12.10258, -39.86054], [4.43393, -9.65833, -36.87071], [5.32801, -9.17585, -38.34603], [6.11217, -10.27080, -37.24320], [3.10995, -10.13921, -39.04445], [2.70387, -11.57692, -40.80973], [1.83812, -12.32540, -39.51864], [3.46989, -12.97612, -39.99830], [0.78616, -11.35970, -36.73205], [0.31228, -10.72630, -35.43287], [0.29138, -11.40754, -34.41207], [-0.21128, -9.49178, -35.47443], [-0.64391, -8.67156, -34.35870], [0.21873, -11.00099, -37.59542], [0.59538, -12.42891, -36.73245], [1.84657, -11.14502, -36.84279], [-0.10541, -9.01867, -36.36153], [-0.57122, -7.61331, -34.59547], [-0.10095, -8.84957, -33.42959], [-1.65345, -8.98750, -34.08044], [2.54108, -7.03164, -42.12220], [1.67233, -5.94055, -42.76066], [2.13694, -5.09253, -43.49644], [0.36271, -5.99150, -42.37962], [-0.57824, -5.00619, -42.90142], [1.88024, -7.79244, -41.71098], [3.18700, -6.60655, -41.35526], [3.19140, -7.39081, -42.91793], [0.07305, -6.49026, -41.55057], [-1.50935, -5.13546, -42.35539], [-0.76417, -5.14357, -43.96696], [-0.19330, -3.99293, -42.78746], [-5.93455, -10.43059, -38.51199], [-4.54598, -9.94386, -38.73255], [-4.25451, -8.77417, -38.41039], [-3.65043, -10.79156, -39.25302], [-2.24737, -10.47582, -39.49815], [-6.60715, -9.88690, -39.18219], [-6.30896, -10.33138, -37.50015], [-6.01976, -11.46188, -38.86609], [-4.05816, -11.50665, -39.83706], [-1.76150, -11.33578, -39.94267], [-1.73042, -10.27998, -38.55628], [-2.22141, -9.53579, -40.05550], [0.26230, -7.38101, -46.47043], [0.67206, -8.37185, -45.42680], [1.60930, -9.13069, -45.62514], [-0.14492, -8.46346, -44.35048], [0.07002, -9.43692, -43.31389], [-0.62968, -7.78360, -46.97438], [0.94193, -7.30463, -47.31273], [-0.07372, -6.41945, -46.07959], [-0.93986, -7.84954, -44.33201], [0.75685, -9.13882, -42.51679], [0.49810, -10.37750, -43.66030], [-0.87869, -9.67888, -42.83121]], "lowdin_charge": [0.842, -0.549, -0.137, -0.062, 0.027, -0.191, -0.167, -0.190, 0.664, -0.239, -0.209, -0.213, 0.092, 0.107, 0.114, 0.128, -0.001, -0.554, 0.026, -0.010, -0.053, 0.077, 0.078, 0.081, 0.118, 0.082, 0.068, 0.085, 0.010, -0.545, 0.035, -0.003, -0.078, 0.047, 0.089, 0.074, 0.067, 0.075, 0.087, 0.080, 0.011, -0.547, 0.050, 0.015, -0.059, 0.031, 0.082, 0.090, 0.076, 0.057, 0.079, 0.089, 0.016, -0.536, -0.066, 0.036, -0.038, 0.099, 0.095, 0.085, 0.143, 0.104, 0.067, 0.065, 0.000, -0.555, 0.043, 0.027, -0.071, 0.090, 0.085, 0.072, 0.100, 0.051, 0.090, 0.072]}



[3]
{"formula": "C17H39BF3N3O4", "method": "ωB97M-V with the def2-TZVPD basis set", "homo_lumo_gap_ev": 8.48, "e_lumo_ev": 0.3, "spin_multiplicity": 1, "molar_mass_g_mol": 417.32, "smiles": "O=C(NCB(O)O)OCCC(F)(F)F.CCN(CC)CC.CCN(CC)CC", "species": ["O", "C", "N", "C", "B", "O", "O", "O", "C", "C", "C", "F", "F", "F", "H", "H", "H", "H", "H", "H", "H", "H", "H", "C", "C", "N", "C", "C", "C", "C", "H", "H", "H", "H", "H", "H", "H", "H", "H", "H", "H", "H", "H", "H", "H", "C", "C", "N", "C", "C", "C", "C", "H", "H", "H", "H", "H", "H", "H", "H", "H", "H", "H", "H", "H", "H", "H"], "xyz": [[-1.97278, 1.50041, 0.04640], [-0.94425, 1.09683, -0.56285], [0.15000, 0.49426, 0.26538], [-0.54477, -0.34199, 1.30406], [0.57725, -1.29225, 2.04179], [0.20217, -2.13372, 3.14378], [1.92324, -1.21787, 1.54935], [-0.81373, 1.25146, -1.96110], [-1.60448, 0.27851, -2.68587], [-3.16381, 0.61161, -2.78562], [-3.50664, 2.09927, -3.22279], [-3.01456, 3.09676, -2.35803], [-3.18267, 2.36426, -4.58852], [-4.93574, 2.22872, -3.16436], [0.54635, 1.32439, 0.75343], [-0.99555, 0.30316, 2.13443], [-1.29027, -1.03141, 0.79015], [-0.68507, -2.49022, 2.91580], [2.21046, -2.08499, 1.18786], [-1.09143, 0.11008, -3.69522], [-1.50627, -0.72924, -2.12952], [-3.66438, 0.39309, -1.77496], [-3.62350, -0.07158, -3.59203], [-1.06466, -3.53880, -3.84057], [-0.33911, -3.83939, -2.53391], [-1.10079, -4.69041, -1.62761], [-0.55459, -4.72658, -0.27220], [0.83678, -5.32685, -0.08320], [-1.53197, -5.97786, -2.16102], [-0.46046, -6.92283, -2.70290], [-2.06032, -3.12750, -3.65321], [-0.50022, -2.80111, -4.41725], [-1.16806, -4.42923, -4.46513], [-0.15668, -2.87675, -2.04268], [0.64675, -4.26335, -2.76263], [-1.25792, -5.25043, 0.38485], [-0.53230, -3.69775, 0.10835], [0.82437, -6.41234, -0.17570], [1.19956, -5.09958, 0.92490], [1.56449, -4.92047, -0.78841], [-2.24968, -5.78572, -2.96826], [-2.12080, -6.50605, -1.40323], [0.25358, -6.41551, -3.35525], [-0.93535, -7.71185, -3.29171], [0.08771, -7.41378, -1.89711], [3.29666, 4.57388, 0.64540], [2.06689, 5.11173, 1.36753], [1.52627, 4.18978, 2.36004], [0.19076, 4.56005, 2.82791], [0.04593, 5.87510, 3.59035], [2.44889, 3.74557, 3.39914], [3.12977, 4.81255, 4.25511], [3.09971, 3.59146, 0.20835], [3.57732, 5.25099, -0.16550], [4.15794, 4.49127, 1.31289], [1.30351, 5.29346, 0.60334], [2.30828, 6.08887, 1.80463], [-0.21266, 3.74809, 3.44354], [-0.47107, 4.60190, 1.95531], [0.44984, 5.80346, 4.59999], [-1.01532, 6.12425, 3.69128], [0.52666, 6.70933, 3.07591], [3.23438, 3.14755, 2.92042], [1.93874, 3.03426, 4.05802], [3.53285, 5.63329, 3.65794], [3.96580, 4.36424, 4.79833], [2.44895, 5.22354, 5.00237]], "nbo_charge": [-0.573, 0.900, -0.676, -0.600, 1.161, -0.905, -0.926, -0.533, -0.073, -0.523, 0.991, -0.315, -0.341, -0.354, 0.400, 0.230, 0.223, 0.491, 0.503, 0.218, 0.186, 0.263, 0.250, -0.618, -0.215, -0.457, -0.202, -0.639, -0.218, -0.637, 0.206, 0.213, 0.207, 0.192, 0.164, 0.195, 0.174, 0.206, 0.212, 0.205, 0.192, 0.198, 0.204, 0.214, 0.203, -0.616, -0.216, -0.460, -0.209, -0.635, -0.218, -0.637, 0.211, 0.213, 0.201, 0.198, 0.160, 0.190, 0.194, 0.199, 0.213, 0.205, 0.193, 0.196, 0.204, 0.212, 0.202]}



- Number 3 is which compound?
  C17H39BF3N3O4